Molecular formula: C3H4ClFN2
Method: DFT, wB97M-V/def2-TZVPD

```
11
Properties=species:S:1:pos:R:3:forces:R:3
C -1.95769 0.83356 -0.16269 -0.3 0.5 -0.4
N -1.21418 -0.11930 -0.51566 -0.2 0.1 -0.4
N -0.76780 -0.89542 0.53416 2.2 0.0 -0.5
C 0.52518 -0.94114 0.54975 -1.1 -0.8 2.3
C 1.50184 -0.26352 -0.33836 -1.6 1.0 0.1
F 2.63425 -0.94849 -0.37983 1.0 -0.6 -0.2
Cl 1.81826 1.40583 0.23716 0.1 -0.1 0.2
H -2.31977 1.53148 -0.92143 0.0 -0.3 0.2
H -2.21767 0.99688 0.87197 -0.1 0.1 0.3
H 0.97337 -1.48356 1.41066 -0.3 0.2 -0.7
H 1.02419 -0.11632 -1.28572 0.2 -0.1 -0.9
```
Positions in Å, forces in eV/Å.

## Properties
Structure (SMILES): C=N/N=C\[C@H](F)Cl
LUMO level (Ha): 0.0105

Molecular formula: C29H58Br8N6O3
Method: DFT, wB97M-V/def2-TZVPD

```
104
Properties=species:S:1:pos:R:3:forces:R:3
C -9.72216 -7.48102 -14.14270 -0.1 -0.5 -1.0
N -8.26660 -7.50626 -14.14775 0.0 1.5 0.2
C -7.61689 -6.21629 -14.29411 0.6 0.0 -0.6
C -7.57743 -8.64588 -14.25835 0.2 -0.1 0.9
O -6.36034 -8.75184 -14.39366 -0.6 -0.1 -0.2
H -10.08273 -8.46700 -13.84952 -0.2 0.1 0.1
H -10.05992 -7.29604 -15.16240 -0.2 -0.2 -0.2
H -10.20184 -6.66543 -13.60158 0.6 -0.2 0.6
H -7.60438 -5.63989 -13.36906 -0.3 0.0 0.1
H -6.58885 -6.34189 -14.63392 -0.1 -0.2 0.3
H -8.06621 -5.63762 -15.10118 -0.3 0.1 0.3
H -8.28243 -9.46695 -14.05578 0.4 -0.6 -0.4
C -9.59007 -13.27335 -16.69250 0.0 0.9 0.9
N -9.94856 -11.80560 -16.62274 1.1 -2.3 -1.5
C -8.81550 -10.92560 -16.94118 -1.3 0.5 0.9
C -11.02974 -11.46422 -15.93107 -0.2 1.8 0.6
O -11.26568 -10.33108 -15.46844 0.1 -1.5 -0.6
H -8.92443 -13.47425 -17.53194 -0.4 0.2 0.0
H -10.41468 -13.98472 -16.64669 -0.4 0.5 -0.5
H -9.05040 -13.48923 -15.77041 0.4 0.0 -0.1
H -8.39087 -11.06872 -17.93481 -0.1 -0.5 0.1
H -9.23412 -9.91946 -16.91808 0.3 0.1 0.2
H -8.09299 -11.05866 -16.13597 0.4 0.2 -0.2
H -11.69394 -12.33707 -15.83531 -0.3 0.2 0.3
C -3.50577 -5.40239 -10.35669 0.3 0.2 -1.6
N -3.41839 -5.68499 -11.84281 -0.2 0.5 0.5
C -4.29583 -6.77646 -12.27629 0.6 -0.4 1.3
C -2.32794 -5.28496 -12.59372 -1.2 -0.3 1.4
O -2.03198 -5.70889 -13.68233 0.0 0.1 -0.2
H -4.53103 -5.18624 -10.05632 -0.1 -0.2 -0.2
H -2.94116 -4.50431 -10.10611 0.2 -0.1 -0.2
H -3.11988 -6.24639 -9.78496 -0.1 0.0 0.0
H -5.28540 -6.60625 -11.85219 -0.3 0.2 -0.6
H -4.28358 -7.06235 -13.32806 0.0 0.6 0.1
H -3.95361 -7.63937 -11.70498 0.0 -0.5 -0.2
H -1.80326 -4.50777 -12.01676 0.5 0.1 -0.3
Br -13.93833 -7.24096 -14.69015 0.1 -0.7 1.1
C -14.12040 -8.31591 -13.01295 1.0 0.0 0.9
C -13.33176 -9.63247 -13.07036 -1.0 -0.3 -0.6
Br -13.80362 -10.71961 -11.40274 0.4 0.8 -1.3
H -15.17768 -8.39661 -12.76046 0.1 -0.4 -0.6
H -13.70158 -7.80489 -12.14604 0.1 0.8 -0.4
H -12.24504 -9.59686 -13.14682 -0.2 0.5 0.5
H -13.60224 -10.15510 -13.98785 -0.3 -0.6 0.4
Br -12.27377 -4.84683 -18.31308 0.2 0.5 -0.3
C -10.83617 -3.54445 -18.02524 1.3 -1.1 1.5
C -9.91756 -4.07634 -16.81711 -1.0 0.8 -0.8
Br -10.99945 -4.34349 -15.21537 0.2 0.3 -0.1
H -11.30508 -2.57446 -17.85989 0.1 -0.3 0.3
H -10.17912 -3.47287 -18.89201 -0.3 -0.2 -0.2
H -9.11391 -3.38227 -16.57115 -0.3 0.3 0.0
H -9.41385 -5.02544 -17.00039 -0.4 -0.1 -0.4
Br -6.72760 -12.68133 -13.39387 0.8 0.4 -0.8
C -5.33607 -12.04893 -14.69506 -0.4 0.3 0.0
C -4.82034 -13.16176 -15.58398 -0.5 0.1 0.4
Br -6.29837 -13.91322 -16.73734 1.4 0.4 0.7
H -4.53907 -11.58999 -14.11003 0.1 -0.5 0.2
H -5.74074 -11.19808 -15.24315 -0.4 -0.3 0.0
H -4.38943 -13.93854 -14.95227 -0.4 -0.3 -0.4
H -4.02494 -12.78046 -16.22432 -0.3 0.0 -0.3
Br -2.53969 -5.04303 -18.08550 -0.5 -0.6 -0.3
C -3.54951 -6.72552 -17.90818 0.0 -0.1 0.7
C -4.47145 -6.65825 -16.72654 -1.1 0.3 -0.1
Br -6.22516 -5.88136 -17.40634 0.8 -0.2 0.4
H -2.82658 -7.50581 -17.67017 0.2 0.1 -0.4
H -4.19132 -6.96852 -18.75501 0.8 0.2 -0.4
H -4.07317 -6.05927 -15.90759 -0.4 0.1 -0.1
H -4.77675 -7.64663 -16.38301 0.1 0.1 0.0
C -11.25077 -7.42819 -10.52120 1.1 -0.2 0.6
C -9.72060 -7.78116 -10.63948 0.0 0.7 0.1
C -8.75618 -6.53760 -10.56504 -0.9 0.4 -0.2
C -8.46550 -6.02692 -9.19440 0.1 0.5 1.7
N -8.30164 -5.60657 -8.11247 -0.3 -1.0 -2.6
H -11.45848 -6.87205 -9.60705 0.2 0.0 0.2
H -11.81898 -8.35475 -10.43909 -0.1 0.0 -0.2
H -11.64949 -6.80064 -11.31826 0.3 -0.2 -0.3
H -9.53253 -8.30905 -11.57439 0.0 0.2 -0.1
H -9.39876 -8.47900 -9.86648 -0.3 0.0 0.2
H -9.24059 -5.71777 -11.09544 -0.4 0.3 0.2
H -7.85893 -6.60052 -11.18074 0.4 -0.7 0.5
C -10.34180 -7.79009 -18.96107 0.0 -0.1 -0.5
C -10.07169 -7.00014 -20.27331 0.8 -0.8 0.7
C -8.53531 -6.80833 -20.59289 -1.5 -0.3 0.1
C -7.80581 -8.08995 -20.74342 1.2 -1.5 0.4
N -7.21492 -9.10018 -20.80627 -1.5 2.4 0.1
H -11.41839 -7.84872 -18.80105 0.0 0.2 0.2
H -9.86917 -7.31008 -18.10416 -0.1 0.2 0.1
H -10.01344 -8.82905 -18.93180 0.3 0.0 -0.5
H -10.49811 -6.01664 -20.07586 0.1 0.1 -0.5
H -10.58147 -7.46716 -21.11600 0.0 0.1 0.0
H -8.19451 -6.18825 -19.76374 0.8 -0.3 -0.1
H -8.43547 -6.23734 -21.51598 0.1 0.0 0.0
C -5.68372 -0.20173 -12.27604 1.2 0.9 -0.3
C -6.39926 -1.42631 -11.84394 0.2 -2.2 1.2
C -5.88474 -2.79523 -12.44992 -0.3 0.2 -0.3
C -6.25466 -3.08959 -13.84757 0.2 0.3 -1.0
N -6.43183 -3.29041 -14.97530 -0.1 0.2 1.3
H -6.13400 0.68470 -11.82930 -0.4 0.1 -0.6
H -5.50132 -0.14909 -13.34937 -0.7 0.4 -0.2
H -4.66430 -0.11422 -11.90026 0.2 -0.6 0.3
H -7.48386 -1.32699 -11.80066 -0.1 -0.1 -0.9
H -6.20573 -1.58189 -10.78259 0.2 0.1 0.3
H -6.14336 -3.68933 -11.88263 -0.7 0.2 0.3
H -4.79959 -2.88416 -12.39856 0.2 0.6 -0.2
```
Positions in Å, forces in eV/Å.

## Properties
Structure (SMILES): CN(C)C=O.CN(C)C=O.CN(C)C=O.BrCCBr.BrCCBr.BrCCBr.BrCCBr.CCCC#N.CCCC#N.CCCC#N
LUMO level (Ha): 0.0092

Molecular formula: C29H37F3NO6
Method: DFT, wB97M-V/def2-TZVPD

```
76
Properties=species:S:1:pos:R:3:forces:R:3
C 3.38125 -2.47068 1.70073 -0.2 0.6 0.3
O 3.92827 -3.04322 0.44114 -1.4 1.6 0.0
C 3.27922 -2.41699 -0.73681 -1.5 0.1 0.3
C 1.83594 -3.14765 -0.98976 -0.4 -1.0 -0.1
C 0.89946 -2.47958 -2.15228 1.2 0.3 -0.4
C 0.60372 -0.85453 -1.94133 -0.7 -0.3 -0.9
C 1.81240 -0.07745 -2.71166 0.4 0.4 -0.9
C 2.32239 1.32272 -2.05203 0.9 0.8 -2.4
C 3.73992 1.71707 -2.84933 0.3 0.6 0.7
F 3.99869 1.33087 -4.26937 -0.5 0.7 4.3
C 4.73797 2.50052 -2.04060 0.1 -0.3 -0.6
F 4.35938 3.92094 -1.69151 1.7 -4.6 -0.4
F 6.02010 1.92599 -1.55860 -3.9 2.8 -1.7
C 0.31836 -0.41677 -0.39795 -0.5 -0.9 0.5
C -0.92076 0.62809 -0.16459 0.4 1.6 2.6
C -0.66169 2.16070 -0.67369 -0.6 -0.2 -0.2
C -1.11318 0.72755 1.49468 1.8 0.5 -0.1
N -2.25872 0.18680 -0.70304 0.7 -2.5 1.7
O -3.07411 -0.31259 0.24193 1.2 1.4 -2.4
C -2.16057 -0.68889 -1.92730 -2.1 -0.8 -2.2
C -3.38978 -0.18595 -2.94454 -0.4 -0.4 1.1
C -2.55677 -2.21317 -1.47450 1.5 -0.6 -0.6
C -0.78090 -0.54787 -2.79356 0.1 0.0 0.0
H 3.35379 -3.30526 2.52453 0.1 1.6 -1.8
H 4.03111 -1.55364 2.10002 -1.1 -2.0 -1.0
H 2.29502 -2.04051 1.53269 2.1 -1.0 0.4
H 3.08055 -1.29120 -0.48256 0.5 -1.9 -0.7
H 3.90823 -2.50911 -1.71914 -0.8 0.1 2.2
H 2.03969 -4.27351 -1.32565 -0.3 2.4 0.8
H 1.22670 -3.24713 0.03002 1.4 0.4 -2.2
H -0.06662 -3.10980 -2.34615 1.8 1.3 0.7
H 1.53140 -2.53854 -3.16388 -1.4 0.1 2.0
H 2.78101 -0.74467 -2.91298 -2.2 1.3 0.7
H 1.40581 0.18711 -3.80267 1.0 -0.6 2.3
H 1.57771 2.20431 -2.33000 1.4 -1.9 1.0
H 2.61130 1.28411 -0.91989 -0.7 0.1 -2.3
H 1.24907 0.00179 0.19182 -1.8 -0.7 -1.3
H 0.00765 -1.41215 0.18505 0.6 2.2 -1.2
H -0.54891 2.13194 -1.84187 0.0 0.3 2.3
H 0.25981 2.64776 -0.11558 -1.9 -1.0 -1.3
H -1.64364 2.79892 -0.44956 2.2 -1.4 -0.4
H -1.97194 1.45557 1.81234 1.5 -1.7 -0.7
H -0.10078 1.22673 1.88191 -2.1 -1.0 -0.8
H -1.15310 -0.33162 2.00793 -0.3 2.2 -1.2
H -4.33812 -0.82882 -2.62412 2.0 1.4 -1.0
H -3.12887 -0.34421 -4.07857 -0.6 0.4 2.3
H -3.65102 0.92641 -2.66568 0.7 -2.1 -0.9
H -3.69057 -2.37975 -1.22589 2.6 0.7 -0.4
H -2.25720 -2.93225 -2.37670 -0.7 1.5 1.8
H -1.83999 -2.50155 -0.56836 -1.8 0.4 -1.8
H -0.80956 -1.31747 -3.70436 -0.2 1.6 2.0
H -0.76425 0.52581 -3.30119 0.0 -2.1 1.2
C 2.77924 4.77390 3.53984 0.3 0.2 0.3
C 3.92340 5.41007 3.80911 -0.4 -0.2 0.2
C 4.79091 5.91701 2.72760 0.9 0.5 0.2
O 5.83930 6.49764 2.97310 -0.7 -0.4 -0.2
C 4.34452 5.69526 1.33787 -0.3 -0.2 -0.3
C 3.20036 5.05909 1.06860 0.3 0.2 -0.1
C 2.33285 4.55215 2.15011 -0.6 -0.3 -0.2
O 1.28446 3.97152 1.90460 0.6 0.3 0.1
H 2.13172 4.39517 4.32121 0.0 0.0 0.0
H 4.26427 5.58121 4.82318 0.0 0.0 0.0
H 4.99204 6.07399 0.55650 0.0 0.0 0.0
H 2.85949 4.88794 0.05453 0.0 0.0 0.1
C -6.07760 -4.43959 1.75011 -0.2 -0.3 0.3
C -6.54294 -4.51711 3.00062 0.1 -0.2 -0.4
C -6.53695 -3.34226 3.89444 -0.3 0.0 0.9
O -6.96083 -3.41281 5.03980 0.3 0.0 -0.8
C -5.99864 -2.07876 3.35260 0.2 0.2 -0.4
C -5.53330 -2.00123 2.10208 -0.1 0.3 0.4
C -5.53929 -3.17609 1.20827 0.3 0.1 -0.7
O -5.11542 -3.10553 0.06291 -0.5 -0.2 0.8
H -6.07406 -5.29193 1.08172 0.0 0.0 0.0
H -6.94169 -5.43642 3.41254 0.0 0.0 0.0
H -6.00218 -1.22642 4.02099 0.0 0.0 0.0
H -5.13455 -1.08192 1.69016 0.1 0.0 -0.1
```
Positions in Å, forces in eV/Å.

## Properties
LUMO level (spin up / spin down) (Ha): -0.0643 / -0.0643
Spin multiplicity: 2

For each record above, in turn, the calculated relative energy (zero: lowest compared OMol25 entry of this formula, charge and spin) values are 30.2; 0.0; 231.6 kcal/mol.